Record 1
# C16H14AuCl3N3S2Si

A molecular structure, C16H14AuCl3N3S2Si (ωB97M-V/def2-TZVPD, the Open Molecules 2025 dataset).

Calculated values
**LUMO (alpha / beta)**: -3.13 / -6.68 eV
**Multiplicity**: 3
**Frontier orbital gap (alpha / beta)**: 7.7 / 4.6 eV
**Net charge**: +1

Each line ends with the Löwdin spin population.
Positions of all 40 atoms, in Å:
Au: -0.139 -0.064 -0.332  0.475
Cl: -3.041 -2.282 -0.308  0.082
Cl: -3.207 0.416 1.595  0.075
Cl: -3.428 0.678 -1.695  0.106
S: 0.320 -2.642 0.689  0.227
S: 3.968 1.821 0.068  0.032
Si: -2.541 -0.317 -0.167  0.287
N: -0.010 -4.182 -1.460  0.003
N: 0.016 2.364 -0.102  0.144
N: -0.264 -5.148 0.646  0.022
C: 2.243 1.625 -0.095  0.043
C: -0.167 -6.538 0.430  0.002
C: 0.597 -7.115 -0.578  0.002
C: 3.021 -0.560 -0.176  0.043
C: -0.628 4.638 0.026  0.004
C: -0.011 -4.093 -0.131  0.033
C: -0.783 -7.346 1.385  0.003
C: -0.626 -8.718 1.346  0.000
C: 1.689 4.058 -0.025  0.003
C: 0.153 -9.293 0.354  0.002
C: 1.919 0.304 -0.221  0.363
C: 0.754 -8.491 -0.604  0.000
C: 1.308 2.713 -0.076  0.010
C: 4.190 0.125 -0.025  0.024
C: -0.925 3.289 -0.056  0.010
C: 0.708 5.026 0.034  -0.004
H: -1.948 2.940 -0.085  0.002
H: -1.419 5.367 0.081  0.001
H: 2.737 4.313 -0.033  0.001
H: 0.977 6.070 0.088  0.000
H: -1.090 -9.330 2.104  0.000
H: 1.373 -8.932 -1.368  0.000
H: 1.117 -6.511 -1.307  0.000
H: 0.300 -10.360 0.332  0.000
H: 2.966 -1.631 -0.238  0.001
H: -0.401 -4.915 1.624  0.003
H: 0.173 -3.362 -2.015  -0.001
H: -1.370 -6.887 2.167  0.000
H: -0.322 -5.028 -1.913  0.000
H: 5.180 -0.283 0.041  0.003

Record 2
# C16H14BCl5N6V

A molecular structure, C16H14BCl5N6V (ωB97M-V/def2-TZVPD, the Open Molecules 2025 dataset).

Calculated values
**LUMO (alpha / beta)**: -7.36 / -10.60 eV
**Multiplicity**: 4
**Frontier orbital gap (alpha / beta)**: 7.6 / 4.4 eV
**Net charge**: +2

Each line ends with the Löwdin spin population.
Positions of all 43 atoms, in Å:
V: 0.078 0.018 0.239  1.881
Cl: 0.402 0.359 3.481  0.080
Cl: -2.634 1.573 -0.721  0.096
Cl: -5.025 2.263 1.124  0.094
Cl: -4.812 1.919 4.216  -0.009
Cl: -2.070 0.995 5.437  0.125
N: 2.159 -0.463 -1.618  0.002
N: 0.717 1.710 -0.314  -0.005
N: -0.733 -0.980 -1.159  -0.008
N: -0.248 -0.458 -2.383  0.014
N: 0.981 1.727 -1.700  0.013
N: 1.929 -0.858 -0.295  -0.009
C: -3.640 1.561 1.808  0.132
C: -0.982 -0.973 -3.370  0.010
C: -1.985 -1.788 -2.859  0.004
C: 1.099 3.841 -0.956  0.007
C: 2.949 -1.686 0.073  0.006
C: -2.574 1.167 0.962  0.195
C: 3.334 -0.974 -2.010  0.009
C: -1.208 0.663 2.893  0.178
C: -3.515 1.448 3.210  -0.010
C: 1.211 2.992 -2.069  0.016
C: -2.267 1.038 3.753  0.169
C: 0.792 3.012 0.118  0.010
C: -1.440 0.603 1.523  -0.021
C: 3.881 -1.750 -0.985  0.003
C: 0.857 -3.379 2.717  0.002
C: -1.808 -1.783 -1.476  0.007
B: 1.086 0.361 -2.451  0.004
H: 1.780 -3.493 3.365  0.000
H: 0.772 -4.199 1.964  0.000
H: -2.760 -2.301 -3.412  0.000
H: 2.914 -2.197 1.030  0.000
H: -0.070 -3.339 3.330  0.000
H: -2.330 -2.304 -0.697  0.000
H: -0.747 -0.752 -4.398  0.001
H: 0.909 -2.380 2.181  0.002
H: 3.666 -0.765 -3.016  0.000
H: 4.814 -2.301 -1.007  0.000
H: 1.326 0.457 -3.652  0.000
H: 1.419 3.250 -3.092  0.001
H: 0.601 3.248 1.153  0.000
H: 1.173 4.918 -0.935  0.000

Record 3
# C16H14BO2

2 unconnected molecules or ions with the total composition C16H14BO2 (ωB97M-V/def2-TZVPD, the Open Molecules 2025 dataset).

Calculated values
**LUMO**: 1.84 eV
**Frontier orbital gap**: 6.2 eV
**Net charge**: -1

Each line ends with the natural charge from an NBO analysis.
Positions of all 33 atoms, in Å:
O: 2.808 0.443 0.268  -0.570
O: 3.028 -2.686 3.883  -0.498
C: 2.940 -0.077 1.378  0.519
C: 2.922 0.648 2.674  -0.040
C: 2.905 0.130 5.052  -0.169
C: 3.024 -2.612 0.913  0.002
C: 3.218 -2.639 -0.498  -0.041
C: 3.885 -1.590 -2.599  -0.242
C: 2.650 -3.702 -1.241  -0.160
C: 3.246 -2.609 -3.317  -0.196
C: 3.022 -1.660 3.218  0.535
C: 2.823 1.498 5.317  -0.207
C: 3.918 -1.623 -1.208  -0.148
C: 3.080 -1.526 1.728  -0.336
C: 2.942 -0.275 3.727  -0.127
C: 2.668 -3.684 -2.636  -0.229
C: 2.886 2.015 2.932  -0.206
C: 2.822 2.437 4.266  -0.211
B: 3.418 -5.796 1.993  -0.643
H: 3.999 -5.759 3.075  -0.049
H: 3.426 -4.578 1.522  -0.106
H: 2.246 -6.146 2.141  -0.067
H: 2.947 -0.630 5.828  0.233
H: 2.152 -4.505 -0.685  0.247
H: 2.918 2.719 2.103  0.225
H: 2.766 1.839 6.349  0.208
H: 2.651 -3.525 1.392  0.290
H: 2.204 -4.512 -3.178  0.209
H: 4.353 -0.748 -3.112  0.206
H: 2.774 3.501 4.495  0.208
H: 4.007 -6.506 1.187  -0.067
H: 4.422 -0.825 -0.663  0.226
H: 3.215 -2.566 -4.402  0.202

Record 4
# C16H14BrN2O2Se3TeZr

A molecular structure, C16H14BrN2O2Se3TeZr (ωB97M-V/def2-TZVPD, the Open Molecules 2025 dataset).

Calculated values
**LUMO**: -4.36 eV
**Frontier orbital gap**: 6.6 eV
**Net charge**: +1

Each line ends with the natural charge from an NBO analysis.
Positions of all 40 atoms, in Å:
Te: -3.954 -2.431 -0.741  0.407
Zr: -1.633 -0.875 -1.652  1.032
Br: 1.096 -0.964 -1.760  0.234
Se: -3.798 -1.405 -3.239  0.034
Se: -1.626 -1.787 -4.045  -0.108
Se: -1.580 -3.169 -0.390  -0.337
O: -3.381 2.525 2.053  -0.713
O: -2.454 0.807 -1.578  -0.787
N: -0.845 0.024 0.178  -0.337
N: -2.001 0.499 0.672  -0.432
C: -2.138 3.560 -1.206  -0.167
C: 2.188 -1.790 0.880  -0.131
C: 5.523 -4.222 -0.021  -0.158
C: 5.266 -3.791 1.274  -0.210
C: 4.166 -3.001 1.527  -0.160
C: 3.540 -3.105 -0.801  -0.194
C: -2.601 2.764 -0.170  -0.166
C: -2.336 5.506 0.180  -0.169
C: 3.290 -2.618 0.492  -0.060
C: 4.646 -3.893 -1.046  -0.192
C: -2.002 4.927 -1.034  -0.227
C: 1.231 -1.103 0.215  -0.105
C: -2.801 1.269 -0.343  0.250
C: -2.811 4.719 1.217  -0.302
C: 0.162 -0.400 0.863  0.047
C: -2.943 3.349 1.052  0.370
H: -3.869 1.038 -0.114  0.193
H: -1.900 3.091 -2.152  0.228
H: -2.246 6.572 0.324  0.228
H: 4.825 -4.261 -2.043  0.227
H: -1.637 5.537 -1.845  0.226
H: 5.924 -4.074 2.080  0.231
H: -3.076 5.158 2.168  0.216
H: 2.866 -2.893 -1.613  0.214
H: -2.031 0.878 1.621  0.415
H: 2.103 -1.687 1.959  0.236
H: 6.396 -4.821 -0.227  0.230
H: 3.972 -2.659 2.532  0.213
H: 0.200 -0.322 1.949  0.224
H: -3.728 3.047 2.789  0.500

Record 5
# C16H14BrNO2S

A molecular structure, C16H14BrNO2S (ωB97M-V/def2-TZVPD, the Open Molecules 2025 dataset).

Calculated values
**LUMO**: 0.56 eV
**Frontier orbital gap**: 9.3 eV
**Net charge**: 0

Each line ends with the natural charge from an NBO analysis.
Positions of all 35 atoms, in Å:
Br: 3.363 3.104 5.124  0.055
S: -1.597 -4.823 -3.929  0.167
O: -0.327 3.734 -1.300  -0.584
O: -0.134 -2.601 -1.534  -0.503
N: 0.555 3.353 0.721  -0.637
C: -0.174 -1.262 -1.301  0.396
C: 0.018 2.923 -0.467  0.673
C: -0.031 1.591 2.309  -0.270
C: -1.002 -4.749 -2.200  -0.505
C: 0.953 -0.726 -0.670  -0.270
C: -1.404 -3.028 -3.639  -0.531
C: 0.210 0.956 3.512  -0.175
C: 1.981 2.475 3.973  -0.040
C: -1.149 0.929 -1.359  -0.134
C: -0.046 1.458 -0.700  -0.193
C: 1.766 3.122 2.771  -0.310
C: 1.220 1.384 4.356  -0.270
C: -1.224 -0.420 -1.650  -0.334
C: -1.236 -3.240 -2.126  0.071
C: 1.017 0.616 -0.373  -0.163
C: 0.761 2.671 1.917  0.252
H: 1.768 -1.390 -0.428  0.227
H: 0.055 -5.000 -2.143  0.226
H: -0.407 0.120 3.804  0.221
H: -2.096 -0.800 -2.159  0.221
H: 1.406 0.891 5.296  0.230
H: -1.955 1.590 -1.640  0.232
H: -2.265 -2.448 -3.961  0.219
H: 0.773 4.343 0.732  0.412
H: -2.159 -3.002 -1.580  0.188
H: -0.496 -2.655 -4.111  0.226
H: -1.579 -5.361 -1.513  0.221
H: 1.901 1.015 0.099  0.225
H: 2.373 3.971 2.493  0.227
H: -0.839 1.260 1.676  0.230

Record 6
# C16H14Cl12N2O4

6 unconnected molecules or ions with the total composition C16H14Cl12N2O4 (ωB97M-V/def2-TZVPD, the Open Molecules 2025 dataset).

Calculated values
**LUMO**: -0.67 eV
**Frontier orbital gap**: 9.4 eV
**Net charge**: 0
**SMILES**: O=[N+]([O-])c1ccccc1.O=[N+]([O-])c1ccccc1.ClC(Cl)Cl.ClC(Cl)Cl.ClC(Cl)Cl.ClC(Cl)Cl

Each line ends with the natural charge from an NBO analysis.
Positions of all 48 atoms, in Å:
Cl: 8.020 7.607 11.373  0.036
Cl: 11.294 10.032 15.284  0.011
Cl: 5.768 11.227 14.880  0.016
Cl: 9.416 17.283 8.564  0.018
Cl: 5.207 11.317 12.055  -0.027
Cl: 7.827 7.867 14.201  0.007
Cl: 9.620 5.880 13.069  0.015
Cl: 10.174 20.136 8.718  0.022
Cl: 9.829 11.806 17.213  0.040
Cl: 8.749 18.786 10.875  0.018
Cl: 8.014 11.106 12.838  0.036
Cl: 12.035 12.867 15.446  0.012
O: 14.915 10.700 7.312  -0.361
O: 10.322 8.983 9.453  -0.383
O: 11.850 9.378 10.943  -0.361
O: 15.968 12.120 5.937  -0.373
N: 10.916 9.669 10.283  0.527
N: 15.336 11.814 6.960  0.516
C: 14.842 14.987 9.744  -0.182
C: 6.380 10.716 13.311  -0.259
C: 10.830 11.671 11.644  -0.242
C: 14.578 12.698 9.178  -0.172
C: 9.262 12.954 9.670  -0.199
C: 9.628 11.612 9.551  -0.211
C: 14.454 13.760 10.102  -0.218
C: 15.200 12.892 7.949  0.025
C: 15.529 15.198 8.563  -0.210
C: 9.682 13.628 10.821  -0.191
C: 10.386 12.996 11.850  -0.205
C: 8.997 18.881 9.141  -0.268
C: 11.321 11.483 16.315  -0.288
C: 10.442 11.055 10.493  0.074
C: 15.686 14.197 7.630  -0.176
C: 8.917 7.515 12.878  -0.278
H: 14.182 11.726 9.459  0.243
H: 12.045 11.209 17.110  0.232
H: 11.421 11.142 12.428  0.257
H: 14.636 15.825 10.431  0.221
H: 16.192 14.229 6.749  0.239
H: 6.235 9.688 13.386  0.221
H: 8.090 19.115 8.720  0.211
H: 10.682 13.445 12.817  0.233
H: 9.671 8.271 12.947  0.225
H: 15.912 16.180 8.368  0.222
H: 13.875 13.437 10.964  0.227
H: 9.361 11.021 8.699  0.251
H: 9.462 14.662 10.990  0.222
H: 8.813 13.508 8.867  0.228